[1]
A single C4H8N2O molecule, computed with ωB97M-V with the def2-TZVPD basis set.

Summary:
SMILES ... CC1=NCOCN1
Molecular weight ... 100.1 g mol⁻¹
Frontier orbital gap ... 10.118 eV

The geometry in XYZ format:
```
15
C4H8N2O, DFT ωB97M-V with the def2-TZVPD basis set
O 2.0017 -0.0598 -0.4692
N -0.0301 1.3545 -0.1247
N -0.1606 -1.0615 -0.2962
C 1.2217 -1.1134 0.1337
C -0.7123 0.2579 -0.2198
C 1.4168 1.2198 0.0053
C -2.1975 0.1715 -0.1958
H -2.4510 -0.3815 0.6567
H -0.5391 -1.6823 0.4098
H 1.7257 1.3157 1.0530
H -2.6548 -0.2260 -1.1270
H 1.9627 2.1411 -0.5257
H -2.6793 1.1133 -0.0354
H 1.3582 -1.1266 1.1514
H 1.7377 -1.9228 -0.4162
```


[2]
2 unconnected molecules or ions with the total composition C4H8N2O, computed with ωB97M-V with the def2-TZVPD basis set.

Summary:
SMILES ... CC(=O)C#N.CN
Molecular weight ... 100.1 g mol⁻¹
Frontier orbital gap ... 9.558 eV

The geometry in XYZ format:
```
15
C4H8N2O, DFT ωB97M-V with the def2-TZVPD basis set
O 1.3068 -1.3578 -1.0457
N 0.5556 -0.5453 2.2152
N -1.3730 -0.4200 -0.3807
C 0.9401 -0.5319 1.1237
C 1.5327 -0.4895 -0.2424
C 2.4730 0.6623 -0.4442
C -2.4812 0.2991 0.2348
H -2.1613 0.6701 1.2148
H -3.3962 -0.2957 0.3764
H 2.7648 0.7238 -1.4934
H -1.2248 -1.3021 0.1011
H 2.0171 1.5976 -0.1061
H -2.7329 1.1651 -0.3848
H 3.3593 0.4838 0.1762
H -1.5800 -0.6595 -1.3449
```


[3]
A single C4H8N2O molecule, computed with ωB97M-V with the def2-TZVPD basis set.

Summary:
SMILES ... O=C1NCCCN1
Molecular weight ... 100.1 g mol⁻¹
Frontier orbital gap ... 10.175 eV

The geometry in XYZ format:
```
15
C4H8N2O, DFT ωB97M-V with the def2-TZVPD basis set
O 2.8011 -0.4472 0.0834
N 0.6899 -1.2931 0.1899
N 0.9991 0.9475 -0.3259
C -1.2031 0.1427 0.4970
C 1.6014 -0.2756 -0.0002
C -0.6605 -1.0444 -0.2842
C -0.3059 1.3569 0.1884
H -1.1959 -0.1303 1.5594
H -0.6807 -0.8349 -1.3579
H -0.7624 1.9677 -0.5935
H 1.3463 1.3772 -1.1844
H -0.2322 2.0040 1.0802
H -2.2387 0.3686 0.2239
H 1.1052 -2.2060 0.0540
H -1.2636 -1.9332 -0.1299
```


[4]
A molecular structure, C4H8N2O, computed with ωB97M-V with the def2-TZVPD basis set.

Summary:
Molecular weight ... 100.1 g mol⁻¹
Frontier orbital gap ... 10.374 eV

The geometry in XYZ format:
```
15
C4H8N2O, DFT ωB97M-V with the def2-TZVPD basis set
O -0.2378 0.4621 1.4066
N 0.7421 -1.6927 1.8227
N 0.3848 -1.3694 -1.1191
C 0.8746 -0.2958 -0.2545
C 0.0908 1.0038 0.0807
C 0.5501 -0.6334 1.1774
C -1.0988 1.4397 -0.7304
H 0.7701 1.8504 0.2454
H -1.7155 0.5872 -1.0231
H -1.7148 2.1484 -0.1681
H -0.6011 -1.3860 -1.3446
H 0.5908 -2.2283 -0.6105
H -0.7367 1.9447 -1.6321
H 0.1839 -1.7278 2.6714
H 1.9175 -0.1029 -0.5220
```


[5]
A single C4H8N2O molecule, computed with ωB97M-V with the def2-TZVPD basis set.

Summary:
SMILES ... [H]/N=C(\NC)C(C)=O
Molecular weight ... 100.1 g mol⁻¹
Frontier orbital gap ... 9.833 eV

The geometry in XYZ format:
```
15
C4H8N2O, DFT ωB97M-V with the def2-TZVPD basis set
O -1.5241 -1.5078 0.0829
N 0.5568 1.1754 0.8804
N -0.3472 0.4771 -1.2245
C -0.4628 -1.1195 2.1939
C -0.1320 0.4045 0.1294
C 0.7429 0.7611 -2.1396
C -0.7992 -0.8099 0.7646
H 1.6602 0.9506 -1.5720
H -1.0253 -1.9989 2.5114
H 0.9191 1.9703 0.3496
H 0.9213 -0.1121 -2.7771
H -0.6741 -0.2605 2.8351
H -0.9900 -0.2424 -1.5289
H 0.5420 1.6236 -2.7812
H 0.6124 -1.3115 2.2762
```


[6]
A single C4H8N2O molecule, computed with ωB97M-V with the def2-TZVPD basis set.

Summary:
SMILES ... C=C(C)/[N+]([O-])=N/C
Molecular weight ... 100.1 g mol⁻¹
Frontier orbital gap ... 10.310 eV

The geometry in XYZ format:
```
15
C4H8N2O, DFT ωB97M-V with the def2-TZVPD basis set
O -1.4950 1.1126 -0.4829
N 0.0290 0.5894 1.0405
N -0.6154 0.4158 0.0257
C -0.0430 -0.6826 -0.8317
C 0.9984 -1.4692 -0.1438
C -0.2911 1.7726 1.7916
C -0.4772 -0.9037 -2.0905
H -0.2315 2.5488 1.0810
H -1.2184 -0.2899 -2.6081
H -0.1263 -1.8082 -2.4793
H 1.9912 -1.2579 -0.6607
H 1.0968 -1.0740 0.8438
H 0.5458 2.0173 2.4857
H -1.1823 1.5569 2.1886
H 1.0189 -2.5281 -0.1599
```


[7]
A molecular structure, C4H8N2O, computed with ωB97M-V with the def2-TZVPD basis set.

Summary:
Molecular weight ... 100.1 g mol⁻¹
Frontier orbital gap ... 8.798 eV

The geometry in XYZ format:
```
15
C4H8N2O, DFT ωB97M-V with the def2-TZVPD basis set
O 1.6569 -1.8564 0.1461
N -0.0517 1.0693 0.2217
N 2.3118 0.3250 0.2177
C -1.0489 -1.2411 0.2363
C -1.1666 1.3068 -0.6557
C 0.0227 -0.1840 0.0790
C 1.4020 -0.6686 0.1495
H 3.2816 0.0898 0.3141
H -1.9215 -1.1553 -0.3902
H -1.4313 -1.2058 1.2699
H -2.1632 1.0035 -0.4230
H -0.9486 1.1585 -1.7681
H 1.9949 1.2795 0.2880
H -0.7275 -2.2684 0.0798
H -1.2104 2.3473 0.2350
```


[8]
2 unconnected molecules or ions with the total composition C4H8N2O, computed with ωB97M-V with the def2-TZVPD basis set.

Summary:
SMILES ... Cc1c[nH]cn1.O
Molecular weight ... 100.1 g mol⁻¹
Frontier orbital gap ... 9.653 eV

The geometry in XYZ format:
```
15
C4H8N2O, DFT ωB97M-V with the def2-TZVPD basis set
O -0.4724 -3.7842 -3.2253
N -0.8368 1.6653 -0.6950
N -0.1935 -0.1825 0.3958
C -0.2027 2.0696 0.5153
C -0.7724 0.2725 -0.7199
C 1.0385 0.3700 2.3626
C 0.1161 0.9105 1.2196
H 2.0144 0.0525 1.9705
H -0.6301 2.1845 -1.4811
H 1.3768 1.2244 3.0703
H -1.0571 -4.0515 -2.5326
H -0.3570 3.2079 0.8829
H 0.4720 -3.3573 -2.8583
H -0.9053 -0.1697 -1.6587
H 0.4094 -0.4119 2.7539
```


[9]
A single C4H8N2O molecule, computed with ωB97M-V with the def2-TZVPD basis set.

Summary:
Molecular weight ... 100.1 g mol⁻¹
Frontier orbital gap ... 7.712 eV

The geometry in XYZ format:
```
15
C4H8N2O, DFT ωB97M-V with the def2-TZVPD basis set
O -0.3330 -2.0264 -0.5864
N 1.4189 -0.8948 -1.4420
N -1.0610 0.2487 0.9777
C 0.3244 -0.9882 -0.5979
C -0.0295 0.2269 0.0966
C 0.8574 1.4402 0.0825
C -2.1318 -0.4967 0.8680
H 2.1619 -0.2508 -1.2284
H 1.8010 1.2665 0.6087
H 1.6970 -1.7715 -1.8550
H 1.0894 1.7512 -0.9370
H -2.8654 -0.5356 1.6492
H -2.3126 -1.1413 0.0231
H -0.9859 0.8939 1.7608
H 0.3691 2.2780 0.5800
```


[10]
A molecular structure, C4H8N2O, computed with ωB97M-V with the def2-TZVPD basis set.

Summary:
Molecular weight ... 100.1 g mol⁻¹
Frontier orbital gap ... 8.210 eV

The geometry in XYZ format:
```
15
C4H8N2O, DFT ωB97M-V with the def2-TZVPD basis set
O 2.6851 -1.0823 0.6618
N 0.7887 -1.2044 -0.7008
N -0.4277 0.6801 0.5617
C -1.1399 1.1671 -0.3650
C -1.7192 0.0232 0.3666
C 0.9146 0.4292 1.0550
C 1.5672 -0.7527 0.2754
H -0.7538 0.2028 -2.0328
H 0.8595 0.1974 2.1209
H 1.5012 1.3396 0.9096
H -0.2093 -0.3199 -1.7002
H 1.2809 -1.9547 -1.1857
H -1.6749 -0.9497 -0.1184
H -1.2025 2.0472 -0.9869
H -2.4699 0.1771 1.1388
```


[11]
A single C4H8N2O molecule, computed with ωB97M-V with the def2-TZVPD basis set.

Summary:
SMILES ... C=NC(=O)NCC
Molecular weight ... 100.1 g mol⁻¹
Frontier orbital gap ... 10.240 eV

The geometry in XYZ format:
```
15
C4H8N2O, DFT ωB97M-V with the def2-TZVPD basis set
O 2.3297 -0.5579 -0.8090
N 0.0110 -1.0122 -0.9048
N 0.8279 0.9513 -0.0096
C -0.5350 1.3367 0.3387
C 1.1790 -0.2216 -0.5891
C -1.0780 0.5761 1.5440
C 0.2452 -2.0746 -1.5536
H -1.1739 1.1644 -0.5304
H -2.1395 0.7992 1.6942
H -0.5967 -2.7212 -1.8036
H -0.5255 2.4149 0.5284
H -0.9799 -0.4988 1.3687
H 1.6024 1.5276 0.2840
H 1.2526 -2.3643 -1.8658
H -0.5333 0.8343 2.4579
```


[12]
2 unconnected molecules or ions with the total composition C4H8N2O, computed with ωB97M-V with the def2-TZVPD basis set.

Summary:
Molecular weight ... 100.1 g mol⁻¹
Frontier orbital gap ... 7.309 eV

The geometry in XYZ format:
```
15
C4H8N2O, DFT ωB97M-V with the def2-TZVPD basis set
O 1.7555 1.1702 -0.7018
N -1.0066 1.5452 0.2315
N -2.4174 -0.1249 -0.3511
C 1.4871 -0.2695 -0.5618
C -0.0668 -0.7029 -0.4073
C 0.9579 -0.7738 0.8003
C -1.1084 0.3506 -0.0771
H 1.6938 -1.5079 1.4788
H -0.2222 -1.6069 -1.1103
H 1.8717 1.6339 0.9493
H 0.7644 0.1434 1.5843
H 0.1206 1.6257 0.3124
H -3.1896 0.5259 -0.0952
H -2.7625 -1.1614 -0.7777
H 2.1226 -0.8476 -1.2743
```


[13]
A single C4H8N2O molecule, computed with ωB97M-V with the def2-TZVPD basis set.

Summary:
SMILES ... C[C@@]1(C(N)=O)CN1
Molecular weight ... 100.1 g mol⁻¹
Frontier orbital gap ... 10.598 eV

The geometry in XYZ format:
```
15
C4H8N2O, DFT ωB97M-V with the def2-TZVPD basis set
O -1.5886 1.5557 0.5588
N -1.2936 -0.3603 1.7476
N 1.1742 -0.6479 0.4023
C 0.0474 0.0247 -0.2577
C 0.2999 -1.4237 -0.4670
C -1.0159 0.4917 0.7141
C 0.2674 0.9662 -1.4184
H 2.0478 -0.4109 -0.0614
H -0.6190 0.9735 -2.0605
H 1.1248 0.6431 -2.0200
H -0.5811 -1.0228 2.0187
H -0.3153 -2.1686 0.0321
H 0.4301 1.9895 -1.0725
H 0.6634 -1.7196 -1.4496
H -1.8547 0.0355 2.4883
```


[14]
2 unconnected molecules or ions with the total composition C4H8N2O, computed with ωB97M-V with the def2-TZVPD basis set.

Summary:
SMILES ... Cc1cnc[nH]1.O
Molecular weight ... 100.1 g mol⁻¹
Frontier orbital gap ... 8.647 eV

The geometry in XYZ format:
```
15
C4H8N2O, DFT ωB97M-V with the def2-TZVPD basis set
O 0.9833 -1.9676 5.9491
N 1.2690 -0.9015 -2.3372
N -0.8295 -0.2249 -2.0794
C -0.0842 0.8053 -1.5635
C 0.0140 -1.3290 -2.2032
C 1.2489 0.2876 -1.6924
C -0.6407 1.9625 -0.9112
H -1.8074 -0.3370 -1.8225
H -0.5744 -2.2812 -2.1543
H -1.7998 2.0167 -1.0046
H -0.4064 2.2496 0.1977
H 0.4634 -2.6960 5.4900
H 1.9219 0.7240 -1.0078
H -0.2181 2.9770 -1.2786
H 0.4599 -1.2855 6.4178
```


[15]
A single C4H8N2O molecule, computed with ωB97M-V with the def2-TZVPD basis set.

Summary:
SMILES ... N[C@H]1CC/C1=N\O
Molecular weight ... 100.1 g mol⁻¹
Frontier orbital gap ... 10.389 eV

The geometry in XYZ format:
```
15
C4H8N2O, DFT ωB97M-V with the def2-TZVPD basis set
O -0.4406 -2.2896 1.5772
N 1.4797 1.5719 0.2379
N 0.1459 -1.0152 1.6424
C -0.1714 -0.3814 0.5941
C -0.0802 0.3371 -1.3595
C 0.1744 0.9825 0.0264
C -0.8755 -0.7976 -0.6697
H -0.7117 -1.8311 -0.9845
H 1.5602 1.9184 1.1903
H -0.5869 0.9382 -2.1181
H -0.0651 -2.7412 2.3413
H -1.9515 -0.5985 -0.6057
H -0.6704 1.6564 0.2601
H 0.8717 -0.0390 -1.7473
H 1.5603 2.3877 -0.3662
```


[16]
A single C4H8N2O molecule, computed with ωB97M-V with the def2-TZVPD basis set.

Summary:
SMILES ... C/N=C\C=C/NO
Molecular weight ... 100.1 g mol⁻¹
Frontier orbital gap ... 9.627 eV

The geometry in XYZ format:
```
15
C4H8N2O, DFT ωB97M-V with the def2-TZVPD basis set
O -2.3114 -0.7028 -1.5090
N -1.2969 -0.2635 -0.6268
N 1.1452 1.4599 0.6896
C 1.0931 -0.6789 -0.5662
C 1.5421 0.6440 -0.1928
C 0.1861 0.9569 1.6278
C -0.1672 -1.0893 -0.7820
H 0.4153 1.3468 2.6022
H 2.5029 0.9094 -0.6939
H -0.7916 1.3173 1.3412
H -0.3267 -2.0835 -1.1397
H 0.1724 -0.1437 1.6669
H -3.0038 -1.0342 -0.9323
H 1.9181 -1.3608 -0.6971
H -1.0778 0.7224 -0.7881
```


Energy relative to the best compared isomer or geometry (same formula, charge and spin) list, top to bottom, in kcal/mol: 56.2 47.8 12.5 47.1 28.6 117.3 116.7 64.2 54.6 138.4 25.6 199.5 28.6 75.6 78.9 93.8
HOMO level list, top to bottom, in eV: -9.3 -9.5 -9.4 -9.4 -9.3 -9.8 -9.1 -8.9 -7.0 -8.4 -9.7 -8.9 -9.6 -7.9 -9.4 -8.8